[1]
ORCA calculation (the ωB97M-V functional and the def2-TZVPD basis) on a structure of composition C60H80Ge2N5S4Ti.

Calculated values
total charge	+2
highest occupied orbital energy (spin up / spin down)	-12.410 / -12.410	eV
DFT total energy	-9204.09010	a.u.
LUMO (spin up / spin down)	-4.93 / -4.58	eV
multiplicity	2
frontier orbital gap (spin up / spin down)	7.5 / 7.8	eV

Geometry as XYZ:
```
152
Properties=species:S:1:pos:R:3:forces:R:3
Ti 0.3274 -0.6484 2.0022 -0.3 0.3 0.4
N 0.2175 2.7281 3.1715 -0.5 0.3 -0.7
C 0.7962 2.6620 4.5399 0.3 -0.2 0.7
C 0.0111 1.7372 5.4803 -0.3 -0.2 -0.5
C 0.3297 0.2334 5.4153 0.4 0.0 0.0
N -0.2558 -0.4914 4.2504 -0.1 0.2 0.2
C 1.8391 0.0170 5.4360 0.0 0.0 -0.1
C 2.5414 0.7807 4.3181 -0.2 -0.1 0.2
N 2.1718 0.1969 2.9918 0.3 0.6 0.3
C 2.2683 2.2815 4.4552 0.0 -0.3 -0.3
H -0.0078 3.6880 2.8826 -0.1 0.0 0.0
H -0.6406 2.1682 3.0190 -0.1 -0.1 0.0
H 0.8606 2.3912 2.4520 0.2 -0.1 -0.3
H 0.7270 3.6727 4.9379 -0.1 0.0 0.0
H -1.0633 1.9060 5.3451 0.0 0.0 0.1
H 0.2505 2.0488 6.4980 0.0 0.1 0.0
H -0.0914 -0.1979 6.3246 0.0 0.0 0.0
H -1.2205 -0.2006 4.1366 -0.2 0.0 0.1
H -0.3374 -1.4687 4.5132 0.0 -0.1 0.0
H 2.0646 -1.0513 5.3657 0.0 0.0 0.0
H 2.2419 0.3644 6.3892 0.0 -0.1 0.0
H 3.6185 0.6634 4.4519 0.0 -0.1 -0.1
H 2.6127 -0.7174 2.9467 0.2 -0.1 0.0
H 2.6639 0.7213 2.2636 0.1 0.0 -0.1
H 2.7509 2.8235 3.6350 -0.1 -0.2 0.2
H 2.7455 2.6041 5.3821 0.1 0.0 0.0
C 4.4631 4.1060 2.4206 0.0 0.1 -0.2
C 4.2123 3.1557 1.2768 -0.1 0.0 0.0
C 3.5154 3.5712 0.1450 0.0 0.0 0.0
C 3.3203 2.7301 -0.9428 0.1 0.0 0.0
C 2.5295 3.2070 -2.1302 0.2 -0.1 0.0
C 3.8614 1.4338 -0.9102 0.1 0.1 0.0
C 4.5816 1.0020 0.2069 0.1 -0.1 0.0
C 5.3309 -0.3052 0.1989 0.1 0.0 0.0
C 4.7122 1.8597 1.3011 0.0 0.0 0.1
C 3.7545 0.5621 -2.1198 -0.1 0.1 -0.2
C 4.7003 0.6989 -3.1333 0.0 0.0 0.1
C 4.6354 -0.0810 -4.2777 0.0 -0.1 0.0
C 3.6181 -1.0113 -4.4295 -0.1 0.0 0.0
C 2.6557 -1.1736 -3.4367 0.1 0.0 -0.1
C 2.7269 -0.3704 -2.2986 -0.4 -0.1 0.4
Ge 1.4252 -0.6944 -0.8646 -0.1 0.6 -0.3
S 2.1644 -1.8804 0.7939 0.0 0.1 -0.2
S -0.7850 -1.1077 -1.3251 0.2 0.2 0.1
Ge -1.4407 0.7207 -0.1667 -0.2 0.6 -0.1
S -1.9581 0.3243 1.9364 0.3 0.1 -0.1
S 0.7966 1.3179 0.2029 -0.6 -0.3 -0.1
C -2.8622 1.9154 -0.9086 0.2 -0.2 0.0
C -2.8139 3.3218 -0.8598 0.0 -0.3 -0.2
C -3.8957 4.0522 -1.3489 0.1 0.1 0.2
C -5.0226 3.4268 -1.8379 -0.2 0.1 -0.1
C -5.0879 2.0504 -1.8419 0.1 -0.2 -0.1
C -4.0253 1.2732 -1.3823 0.1 0.3 0.1
C -4.2618 -0.2007 -1.3875 0.0 -0.1 0.2
C -5.0291 -0.7657 -0.3498 0.2 0.0 0.0
C -5.5175 0.0710 0.8041 0.1 0.0 0.0
C -5.3938 -2.1016 -0.4423 0.0 0.0 0.0
C -5.0691 -2.8729 -1.5556 0.0 -0.1 0.0
C -5.6054 -4.2753 -1.6805 0.0 0.1 0.0
C -4.3156 -2.2936 -2.5668 0.0 -0.1 0.0
C -3.9180 -0.9611 -2.5083 0.0 0.1 0.0
C -3.2310 -0.3232 -3.6860 -0.1 0.0 0.1
C -1.6899 4.1557 -0.3407 0.2 -0.1 -0.1
C -1.8394 4.8133 0.8870 0.2 0.1 0.2
C -3.0752 4.6155 1.7282 0.0 0.0 0.0
C -0.8706 5.7397 1.2802 -0.1 0.0 0.0
C 0.2159 6.0552 0.4652 0.0 -0.1 0.1
C 1.1764 7.1428 0.8617 0.0 0.0 0.0
C 0.3283 5.4053 -0.7552 -0.1 0.1 -0.1
C -0.6138 4.4743 -1.1815 0.0 -0.1 0.2
C -0.5224 3.8669 -2.5551 -0.2 0.1 0.0
C 1.5773 -2.1900 -3.6148 0.0 -0.1 -0.1
C 1.7539 -3.4895 -3.1249 0.0 0.1 0.1
C 3.0284 -3.8943 -2.4283 0.0 0.0 0.0
C 0.7633 -4.4392 -3.3685 0.0 0.0 0.0
C -0.3715 -4.1381 -4.1072 0.0 0.0 0.0
C -1.4256 -5.1778 -4.3820 0.0 0.1 0.0
C -0.5098 -2.8462 -4.6103 0.0 0.0 0.0
C 0.4438 -1.8660 -4.3774 0.0 0.0 0.0
C 0.2897 -0.4880 -4.9655 0.0 -0.1 0.0
H 4.7490 5.0887 2.0439 0.0 0.0 0.0
H 5.2656 3.7441 3.0637 -0.1 0.0 0.0
H 3.5668 4.2452 3.0314 0.2 0.2 -0.1
H 3.1350 4.5871 0.1003 0.0 0.0 0.0
H 2.2264 4.2448 -1.9977 0.2 -0.3 0.0
H 1.6282 2.5997 -2.2606 0.3 0.0 0.0
H 3.1036 3.1300 -3.0538 0.0 0.0 0.0
H 4.8103 -1.0805 -0.3565 -0.1 0.0 0.0
H 5.5150 -0.6669 1.2118 0.0 0.0 0.0
H 6.3037 -0.1619 -0.2816 0.0 0.0 0.0
H 5.2969 1.5342 2.1596 0.0 0.0 -0.1
H 5.4949 1.4270 -3.0084 0.0 0.0 0.0
H 5.3827 0.0341 -5.0532 0.0 0.0 0.0
H 3.5482 -1.6139 -5.3281 0.1 0.0 0.0
H -3.8378 5.1351 -1.3209 0.0 0.0 0.0
H -5.8570 4.0115 -2.2061 0.0 0.0 0.0
H -5.9699 1.5421 -2.2156 0.0 0.0 0.0
H -4.7034 0.6301 1.2668 0.0 0.0 0.0
H -5.9882 -0.5529 1.5630 0.0 0.0 0.0
H -6.2521 0.8036 0.4636 0.0 0.0 0.0
H -5.9995 -2.5409 0.3451 0.0 0.0 0.0
H -5.4995 -4.8260 -0.7460 0.0 0.0 0.0
H -5.1096 -4.8287 -2.4771 0.0 0.0 0.0
H -6.6706 -4.2393 -1.9172 0.0 0.0 0.0
H -4.0731 -2.8773 -3.4504 0.0 0.0 0.0
H -2.7607 -1.0817 -4.3064 0.0 0.0 0.0
H -2.4715 0.3949 -3.3765 0.0 0.0 0.0
H -3.9594 0.2187 -4.2967 0.0 0.0 0.0
H -3.2662 3.5613 1.9362 0.0 -0.1 0.0
H -3.9538 4.9884 1.1985 0.0 0.0 0.1
H -3.0067 5.1613 2.6720 0.0 -0.1 -0.1
H -1.0371 6.3291 2.1822 0.1 -0.2 0.0
H 1.3736 7.1360 1.9340 0.0 0.0 0.0
H 0.7527 8.1200 0.6186 0.0 0.0 0.0
H 2.1229 7.0552 0.3289 0.0 0.0 0.0
H 1.1369 5.6784 -1.4264 -0.1 0.1 0.1
H 0.3195 4.2772 -3.1100 -0.1 0.0 0.0
H -1.4373 4.0629 -3.1161 0.0 0.0 0.0
H -0.4099 2.7804 -2.5056 0.0 0.0 0.0
H 3.4293 -3.0998 -1.7988 0.0 0.0 0.0
H 3.7950 -4.1344 -3.1699 0.0 0.0 0.0
H 2.8744 -4.7811 -1.8123 0.0 0.0 0.0
H 0.9070 -5.4541 -3.0078 0.0 0.0 0.0
H -1.1120 -6.1626 -4.0366 0.0 0.0 0.0
H -1.6367 -5.2416 -5.4505 0.0 0.0 0.0
H -2.3638 -4.9207 -3.8834 0.0 0.0 0.0
H -1.3719 -2.6102 -5.2274 0.0 0.0 0.0
H -0.7122 -0.3418 -5.3641 0.0 0.0 0.0
H 1.0006 -0.3344 -5.7807 0.0 0.0 0.0
H 0.4852 0.2860 -4.2192 0.0 0.0 0.0
C -0.6463 -6.7372 2.7246 0.1 0.1 -0.1
C 0.4151 -6.0519 1.8658 -0.1 -0.1 0.1
N -0.0021 -4.7126 1.4161 0.1 -0.1 0.0
C -0.4723 -4.5910 0.0375 -0.3 0.0 -0.2
C -1.9254 -4.9700 -0.1800 -0.1 0.0 0.0
C 0.0889 -3.6589 2.2030 -0.2 0.1 0.3
C 0.9481 -3.7828 3.4310 0.0 0.0 -0.2
N -0.5294 -2.4941 1.9992 0.1 -0.9 0.2
H -0.2649 -7.6876 3.0996 0.0 0.0 0.0
H -1.5433 -6.9372 2.1395 0.0 0.0 0.1
H -0.9257 -6.1206 3.5804 0.0 0.0 0.0
H 0.5975 -6.6448 0.9726 0.1 0.0 0.0
H 1.3595 -5.9851 2.4031 0.0 0.0 -0.1
H 0.1745 -5.2196 -0.5721 0.1 0.0 0.0
H -0.3002 -3.5730 -0.2941 0.1 0.2 0.0
H -2.0903 -6.0406 -0.0499 0.0 0.0 0.0
H -2.1997 -4.7042 -1.2011 -0.1 0.0 0.0
H -2.5867 -4.4267 0.4992 0.0 0.0 0.0
H 1.9298 -4.1814 3.1761 0.0 0.0 0.0
H 0.4855 -4.4442 4.1646 0.0 0.0 0.0
H 1.0878 -2.8005 3.8687 0.0 0.0 0.1
H -1.2154 -2.5266 1.2486 -0.1 -0.1 0.0
```
Positions in Å, forces in eV/Å.

[2]
ORCA calculation (the ωB97M-V functional and the def2-TZVPD basis) on a cluster of 8 separate species, C60H81F3N8O6S in total in a non-equilibrium geometry.

Calculated values
highest occupied orbital energy	-9.259	eV
DFT total energy	-3922.02795	a.u.
SMILES	CCOCCCCC[C@]1(O)C[C@](CCCCCCCCCCCCOC)(S(=O)(=O)C(F)(F)F)C(=O)N1.c1ccncc1.c1ccncc1.c1ccncc1.c1ccncc1.c1ccncc1.c1ccncc1.c1ccncc1
LUMO	0.24	eV
frontier orbital gap	9.5	eV

Geometry as XYZ:
```
159
Properties=species:S:1:pos:R:3:forces:R:3
C -1.9534 -2.8726 2.6263 -0.3 0.5 -0.6
C -2.4798 -4.1504 1.9369 0.4 0.1 1.1
O -1.5142 -4.7628 1.0838 -0.5 0.7 -0.8
C -1.1468 -3.8247 0.0635 0.8 -0.4 0.6
C -0.5778 -4.5091 -1.1854 -0.3 -0.2 -0.2
C -1.4083 -4.3433 -2.4835 0.7 0.0 0.2
C -1.8431 -2.9027 -2.8258 -0.2 -0.1 -0.7
C -0.8238 -2.0821 -3.6516 -1.1 0.5 0.1
C 0.0267 -1.0974 -2.8084 -1.2 -0.4 0.3
O 0.2657 -1.6882 -1.5354 1.2 -0.4 -0.3
C -0.5546 0.3044 -2.5053 -0.3 -0.7 -1.3
C 0.7514 1.1452 -2.4476 -1.8 0.9 1.3
C 1.6481 1.0701 -1.1808 0.5 0.1 0.4
C 3.1737 1.1566 -1.4380 -0.4 -0.2 -0.8
C 3.8574 -0.1572 -1.8613 0.3 -0.1 0.6
C 3.5482 -1.3629 -0.9525 0.3 -0.4 -0.9
C 4.6435 -2.4581 -1.0796 -1.3 -0.4 0.2
C 4.6573 -3.4010 0.1464 1.5 -0.1 -0.3
C 5.5454 -2.8296 1.2782 -0.3 0.5 -0.2
C 4.8900 -1.6655 2.0779 0.5 -0.9 -0.1
C 3.4594 -1.9461 2.5886 0.4 1.4 0.1
C 2.7594 -0.5758 2.8306 -0.6 -1.2 0.0
C 1.3922 -0.7605 3.5377 0.3 0.7 -0.7
C 0.4306 0.3953 3.2112 0.9 -0.4 0.6
O -0.8675 0.0369 3.6488 -0.1 0.4 -0.5
C -1.8705 0.7392 2.9332 -0.1 0.2 0.4
S 0.1142 2.8618 -2.4675 1.5 0.8 -3.9
O 1.1647 3.8270 -2.5390 0.9 0.1 1.7
O -0.7460 3.0127 -3.6077 -1.4 -0.9 0.2
C -0.9561 3.2227 -0.9696 -0.6 -0.4 0.1
F -0.9882 2.2421 -0.0801 0.4 -0.6 0.5
F -0.5778 4.3284 -0.3990 1.0 0.8 0.5
F -2.1910 3.4161 -1.3734 -0.8 -0.1 -0.7
C 1.3788 0.6255 -3.7697 -1.1 -1.5 3.2
O 1.8967 1.2125 -4.6363 1.4 1.0 -1.6
N 1.1840 -0.7620 -3.6312 0.3 1.0 -0.3
H -0.8679 -2.8706 2.7747 -0.3 -0.3 0.2
H -2.1710 -2.0010 1.9854 0.2 -0.2 0.2
H -2.4613 -2.6651 3.5743 0.1 -0.3 -0.1
H -2.7199 -4.8815 2.7081 0.0 0.0 -0.3
H -3.4004 -3.8833 1.3946 0.2 -0.3 -0.1
H -2.0253 -3.1891 -0.1184 0.2 0.0 -0.3
H -0.3285 -3.2224 0.4948 -0.4 0.3 -0.2
H 0.4331 -4.1366 -1.3774 -0.2 0.0 0.1
H -0.4752 -5.5820 -0.9710 -0.1 0.2 0.0
H -2.2440 -5.0538 -2.4927 -0.1 0.4 0.2
H -0.7527 -4.6755 -3.3048 -0.3 0.0 0.1
H -2.1319 -2.2942 -1.9613 0.0 -0.3 0.0
H -2.7483 -2.9907 -3.4434 0.2 0.1 0.2
H -1.4080 -1.4651 -4.3552 0.3 -0.1 0.1
H -0.2234 -2.7376 -4.2967 0.2 0.1 0.4
H -0.2802 -1.2773 -0.8560 0.1 0.0 -0.3
H -1.1298 0.5156 -3.4222 0.4 0.7 0.2
H -1.3063 0.4290 -1.7178 0.6 -0.4 0.3
H 1.4505 0.2005 -0.5452 -0.2 0.0 -0.4
H 1.4019 1.9520 -0.5690 0.1 -0.3 0.0
H 3.6528 1.5165 -0.5195 -0.1 0.0 -0.2
H 3.3219 1.8966 -2.2385 0.2 0.1 0.4
H 4.9429 0.0259 -1.8240 -0.2 0.1 0.0
H 3.6575 -0.4555 -2.8968 -0.1 0.3 0.1
H 3.3786 -1.0882 0.0919 0.2 0.2 -0.2
H 2.6227 -1.8281 -1.3154 0.0 0.2 0.3
H 4.3727 -3.0851 -1.9439 0.2 0.3 0.0
H 5.6267 -2.0306 -1.3101 -0.1 -0.1 0.4
H 3.6494 -3.6789 0.4689 0.1 0.2 -0.1
H 5.1384 -4.3368 -0.1805 -0.2 0.1 0.1
H 6.4273 -2.4035 0.7738 -0.1 -0.2 0.2
H 5.9540 -3.6105 1.9336 -0.5 0.0 0.0
H 4.9592 -0.7630 1.4566 -0.3 -0.1 0.2
H 5.5340 -1.4740 2.9488 -0.2 0.1 -0.1
H 3.5435 -2.5208 3.5195 -0.3 0.0 -0.2
H 2.8221 -2.4729 1.8717 0.3 -0.2 0.1
H 2.5268 -0.2023 1.8195 0.4 0.4 0.3
H 3.4462 0.0844 3.3694 -0.3 0.2 -0.2
H 1.5690 -0.7937 4.6177 -0.4 -0.3 -0.1
H 0.9152 -1.6727 3.1562 0.2 0.0 0.4
H 0.8151 1.2883 3.7414 -0.4 0.0 -0.1
H 0.4600 0.6446 2.1344 -0.2 -0.3 0.1
H -1.5339 1.7635 2.7113 -0.2 -0.1 0.0
H -2.1473 0.2426 1.9884 0.2 0.0 0.2
H -2.7594 0.7832 3.5730 0.1 0.0 -0.2
H 1.2616 -1.2013 -4.5415 0.0 -0.5 0.3
N -4.3184 -1.2679 6.7649 -0.2 0.3 0.0
C -5.5520 -0.8356 7.0409 0.2 -0.2 -0.1
C -5.8773 0.4990 7.2286 0.0 0.0 0.0
C -4.8678 1.4418 7.1279 0.0 0.1 0.0
C -3.5814 1.0165 6.8438 0.0 0.0 0.0
C -3.3622 -0.3419 6.6712 0.1 -0.3 0.0
H -6.3098 -1.6092 7.1124 0.0 0.0 0.0
H -6.8956 0.7910 7.4480 0.0 0.0 0.0
H -5.0813 2.4943 7.2689 0.0 0.0 0.0
H -2.7646 1.7206 6.7576 0.0 0.0 0.0
H -2.3705 -0.7198 6.4444 0.0 0.1 0.0
N -2.2955 9.0040 -3.2124 0.0 -0.2 0.0
C -2.3433 8.1779 -2.1664 0.0 0.2 0.0
C -2.0719 6.8202 -2.2430 0.0 0.1 -0.1
C -1.7375 6.2865 -3.4778 0.0 -0.2 0.0
C -1.6874 7.1265 -4.5775 0.0 0.0 0.0
C -1.9713 8.4702 -4.3913 -0.1 0.2 0.0
H -2.6118 8.6396 -1.2219 0.0 -0.1 0.0
H -2.1217 6.2000 -1.3594 0.0 0.0 0.0
H -1.5179 5.2318 -3.5854 0.0 0.0 0.0
H -1.4299 6.7490 -5.5581 0.0 0.0 0.0
H -1.9370 9.1671 -5.2222 0.0 -0.1 0.0
N 0.1536 -0.6030 -8.3321 -0.1 0.1 0.1
C -0.4668 0.0926 -9.2845 0.0 -0.2 0.0
C -0.7380 1.4493 -9.1942 0.0 0.0 0.0
C -0.3464 2.1218 -8.0479 0.0 0.0 0.0
C 0.2987 1.4184 -7.0429 -0.2 0.1 -0.2
C 0.5232 0.0651 -7.2391 -0.1 -0.1 -0.2
H -0.7573 -0.4762 -10.1614 0.0 0.1 0.0
H -1.2429 1.9638 -10.0008 0.0 0.0 0.0
H -0.5409 3.1814 -7.9380 0.0 0.0 0.0
H 0.6173 1.9065 -6.1395 0.0 0.1 0.0
H 1.0287 -0.5271 -6.4858 0.1 0.1 0.0
N -1.1995 -7.1038 3.3132 0.0 -0.2 0.0
C -1.1349 -7.9672 4.3274 0.0 0.2 0.0
C -0.8624 -9.3181 4.1750 0.0 0.0 0.0
C -0.6479 -9.8030 2.8953 0.0 -0.1 0.0
C -0.7123 -8.9237 1.8269 0.0 0.0 0.2
C -0.9884 -7.5884 2.0878 0.0 0.0 0.0
H -1.3128 -7.5432 5.3103 0.0 -0.1 0.0
H -0.8200 -9.9716 5.0361 0.0 0.0 0.0
H -0.4334 -10.8525 2.7331 0.0 0.0 0.0
H -0.5514 -9.2635 0.8124 0.0 0.0 0.0
H -1.0461 -6.8625 1.2875 0.0 0.0 0.0
N 4.2218 8.7604 -2.6836 -0.2 0.0 0.0
C 3.5171 7.7624 -3.2193 0.2 0.0 0.0
C 2.1364 7.7751 -3.3475 0.0 0.0 0.0
C 1.4465 8.8860 -2.8903 -0.2 0.0 0.0
C 2.1584 9.9331 -2.3284 0.0 0.0 0.0
C 3.5381 9.8208 -2.2513 0.2 0.0 0.0
H 4.0992 6.9127 -3.5598 -0.1 0.0 0.0
H 1.6166 6.9366 -3.7922 0.0 0.0 0.0
H 0.3675 8.9339 -2.9700 0.0 0.0 0.0
H 1.6558 10.8170 -1.9590 0.0 0.0 0.0
H 4.1379 10.6170 -1.8226 -0.1 0.0 0.0
N 4.7190 2.5337 2.6668 -0.1 0.2 -0.1
C 5.8212 3.2828 2.7044 0.0 -0.2 0.1
C 5.8777 4.5960 2.2619 0.0 0.0 0.0
C 4.7254 5.1652 1.7468 0.0 0.1 0.0
C 3.5686 4.4048 1.6964 0.0 0.0 0.0
C 3.6189 3.1025 2.1682 0.1 -0.2 0.1
H 6.7002 2.7952 3.1122 0.0 0.1 0.0
H 6.8011 5.1563 2.3193 0.0 0.0 0.0
H 4.7280 6.1874 1.3890 0.0 0.0 0.0
H 2.6479 4.8124 1.3002 0.0 0.0 0.0
H 2.7359 2.4696 2.1509 0.0 0.0 0.0
N -5.1320 -4.4459 3.4001 -0.4 0.0 0.1
C -5.8815 -5.4341 2.9129 0.2 0.0 0.0
C -7.2676 -5.4405 2.9521 0.0 0.0 0.0
C -7.9120 -4.3599 3.5331 -0.1 0.0 0.0
C -7.1504 -3.3225 4.0461 0.0 -0.1 0.0
C -5.7700 -3.4146 3.9524 0.2 0.1 0.0
H -5.3322 -6.2593 2.4699 -0.1 0.0 0.0
H -7.8260 -6.2696 2.5388 0.0 0.0 0.0
H -8.9934 -4.3268 3.5847 0.0 0.0 0.0
H -7.6149 -2.4612 4.5078 0.0 0.0 0.0
H -5.1300 -2.6268 4.3374 -0.1 0.0 0.1
```
Positions in Å, forces in eV/Å.

Energy relative to the best compared isomer or geometry (same formula, charge and spin) / kcal per mole: 0.0; 0.0